(1)
Formula: C28H55NO33Tl
Source: the OMol25 dataset
Level of theory: the ωB97M-V functional and the def2-TZVPD basis

The HOMO-LUMO gap is 3.00 eV. The value obtained for the total energy is -3809.371868 Eh. The calculation puts the molecular weight at 1138.11 g mol⁻¹.

```
! wB97M-V def2-TZVPD RIJCOSX def2/J DEFGRID3
* xyz 1 1
Tl 0.075 2.811 -1.998
N -0.338 -0.001 0.234
O 0.519 0.815 0.582
O -0.859 0.163 -0.875
O -0.564 -0.959 0.930
O 4.293 0.463 -3.286
C 3.250 1.266 -3.148
O 2.589 1.206 -2.157
O 3.159 2.241 -3.813
H 4.228 -0.136 -2.539
C 2.327 2.210 2.644
O 2.752 3.486 2.316
C 2.182 4.167 1.322
O 1.397 3.796 0.412
O 2.659 5.381 1.446
C 2.710 6.320 0.454
H 2.659 1.401 1.993
H 1.258 2.148 2.847
H 2.736 2.203 3.654
H 1.679 6.660 0.355
H 3.074 5.882 -0.475
H 3.357 7.179 0.632
C 4.966 0.594 0.673
O 4.344 -0.673 0.889
C 4.507 -1.662 -0.062
O 5.006 -1.461 -1.184
O 3.907 -2.879 0.265
C 3.220 -3.211 1.553
H 6.030 0.401 0.533
H 4.870 1.281 1.514
H 4.641 0.993 -0.288
H 2.543 -2.410 1.848
H 3.887 -3.131 2.411
H 2.597 -4.106 1.550
C 5.109 3.567 -0.932
O 6.431 3.195 -1.442
C 6.698 3.555 -2.692
O 5.849 3.986 -3.495
O 7.990 3.342 -2.915
C 8.585 3.731 -4.120
H 4.271 3.079 -1.429
H 4.897 4.626 -1.080
H 5.134 3.565 0.157
H 9.626 3.793 -3.804
H 8.295 4.667 -4.596
H 8.397 3.035 -4.938
C -0.722 -3.922 2.208
O -0.488 -4.457 3.466
C 0.715 -4.149 4.104
O 1.486 -3.171 3.839
O 1.028 -4.930 5.102
C 0.322 -6.084 5.568
H -1.060 -4.790 1.641
H 0.148 -3.542 1.674
H -1.394 -3.065 2.181
H -0.752 -5.920 5.660
H 0.613 -6.214 6.610
H 0.568 -6.932 4.930
C -5.458 -1.140 4.511
O -4.300 -0.404 4.221
C -3.167 -1.046 4.241
O -3.041 -2.247 4.544
O -2.168 -0.174 3.835
C -0.803 -0.486 3.969
H -6.170 -0.742 3.788
H -5.702 -0.951 5.557
H -5.755 -2.146 4.214
H -0.588 -0.637 5.027
H -0.293 0.338 3.471
H -0.532 -1.453 3.548
C -3.904 1.057 0.608
O -3.242 1.846 1.536
C -2.497 2.844 1.193
O -2.049 3.114 0.023
O -2.151 3.457 2.348
C -1.389 4.599 2.334
H -4.796 1.569 0.248
H -4.171 0.184 1.203
H -3.398 0.745 -0.306
H -0.893 4.871 3.265
H -1.967 5.443 1.956
H -0.546 4.599 1.643
C -4.323 -1.157 -4.060
O -3.620 -0.243 -3.161
C -3.434 1.100 -3.308
O -2.469 1.693 -2.851
O -4.379 1.513 -4.116
C -4.634 2.907 -4.317
H -4.315 -2.174 -3.669
H -3.656 -1.229 -4.919
H -5.328 -0.942 -4.425
H -4.679 3.616 -3.490
H -5.619 2.948 -4.782
H -3.863 3.268 -4.998
C 0.343 -2.387 -2.468
O -0.139 -2.096 -3.692
C -0.285 -0.855 -4.194
O 0.176 0.195 -3.724
O -0.832 -1.037 -5.430
C -1.281 0.062 -6.232
H 1.107 -3.164 -2.496
H -0.535 -2.814 -1.983
H 0.593 -1.488 -1.905
H -1.968 0.657 -5.632
H -1.637 -0.411 -7.148
H -0.411 0.698 -6.395
C -3.303 -2.479 -0.743
O -3.790 -3.815 -0.481
C -4.792 -4.163 0.430
O -5.567 -3.424 1.025
O -4.819 -5.482 0.459
C -5.317 -6.228 1.581
H -2.236 -2.587 -0.938
H -3.343 -1.759 0.074
H -3.798 -2.098 -1.637
H -4.677 -6.049 2.445
H -5.283 -7.297 1.370
H -6.313 -5.926 1.904
*
```

(2)
Formula: C28H56Br4O12S6
Source: the OMol25 dataset
Level of theory: the ωB97M-V functional and the def2-TZVPD basis

The HOMO-LUMO gap is 9.91 eV. As for the structure (SMILES): O=S1(=O)CCCC1.O=S1(=O)CCCC1.O=S1(=O)CCCC1.O=S1(=O)CCCC1.O=S1(=O)CCCC1.O=S1(=O)CCCC1.BrCCBr.BrCCBr. The value obtained for the total energy is -14688.440143 Eh. The calculation puts the molecular weight at 1096.76 g mol⁻¹.

```
! wB97M-V def2-TZVPD RIJCOSX def2/J DEFGRID3
* xyz 0 1
O -31.205 -8.672 -16.898
S -31.606 -9.552 -15.809
O -32.851 -9.389 -15.102
C -31.369 -11.256 -16.341
C -30.086 -11.834 -15.746
C -29.869 -11.055 -14.437
C -30.217 -9.574 -14.653
H -31.428 -11.250 -17.430
H -32.258 -11.797 -16.007
H -30.201 -12.898 -15.575
H -29.232 -11.580 -16.379
H -28.988 -11.305 -13.854
H -30.703 -11.343 -13.773
H -29.388 -9.114 -15.188
H -30.523 -8.919 -13.840
O -29.228 -6.895 -13.139
S -29.603 -5.628 -13.756
O -28.786 -4.433 -13.628
C -29.917 -5.834 -15.518
C -31.386 -5.449 -15.717
C -32.146 -5.733 -14.419
C -31.329 -5.274 -13.249
H -29.665 -6.840 -15.852
H -29.217 -5.193 -16.048
H -31.430 -4.405 -16.036
H -31.898 -5.992 -16.513
H -32.381 -6.803 -14.300
H -33.207 -5.463 -14.360
H -31.537 -5.860 -12.358
H -31.326 -4.197 -13.079
O -20.112 -3.216 -19.524
S -18.933 -3.348 -18.719
O -17.978 -2.280 -18.624
C -19.405 -3.913 -17.026
C -19.020 -5.385 -16.963
C -18.786 -6.001 -18.356
C -18.057 -4.890 -19.117
H -20.446 -3.716 -16.784
H -18.829 -3.295 -16.339
H -18.156 -5.557 -16.317
H -19.794 -5.952 -16.438
H -19.734 -6.222 -18.845
H -18.217 -6.926 -18.323
H -17.802 -4.975 -20.171
H -17.077 -4.741 -18.649
O -26.725 0.332 -11.200
S -26.344 -1.055 -11.083
O -26.618 -1.667 -9.798
C -26.933 -2.156 -12.401
C -25.832 -3.189 -12.480
C -24.484 -2.498 -12.429
C -24.531 -1.316 -11.479
H -26.914 -1.550 -13.309
H -27.884 -2.629 -12.180
H -25.842 -3.860 -11.613
H -25.881 -3.855 -13.342
H -24.226 -2.133 -13.428
H -23.735 -3.239 -12.145
H -24.209 -0.385 -11.939
H -24.108 -1.432 -10.484
O -28.439 -5.198 -18.343
S -29.441 -5.045 -19.368
O -30.237 -3.841 -19.349
C -28.607 -5.329 -20.984
C -28.936 -6.789 -21.361
C -29.390 -7.499 -20.087
C -30.407 -6.550 -19.393
H -27.556 -5.064 -20.946
H -29.143 -4.659 -21.655
H -29.797 -6.775 -22.034
H -28.169 -7.269 -21.965
H -28.635 -7.709 -19.325
H -29.898 -8.463 -20.159
H -30.684 -6.745 -18.357
H -31.338 -6.470 -19.953
O -28.130 -9.395 -9.242
S -26.957 -9.866 -9.946
O -26.351 -11.149 -9.635
C -27.247 -9.688 -11.713
C -26.067 -8.860 -12.221
C -25.859 -7.835 -11.105
C -25.671 -8.519 -9.796
H -28.149 -9.097 -11.885
H -27.463 -10.688 -12.084
H -25.166 -9.477 -12.309
H -26.144 -8.320 -13.162
H -26.798 -7.274 -10.985
H -25.124 -7.064 -11.345
H -25.866 -7.905 -8.922
H -24.677 -8.955 -9.677
Br -25.516 -9.509 -19.540
C -23.616 -9.642 -19.922
C -22.990 -8.455 -19.235
Br -21.008 -8.550 -19.471
H -23.387 -9.747 -20.978
H -23.371 -10.596 -19.464
H -23.071 -8.501 -18.152
H -23.397 -7.485 -19.505
Br -23.328 -5.281 -16.037
C -24.673 -6.660 -15.579
C -25.721 -6.736 -16.692
Br -27.061 -8.086 -16.326
H -25.184 -6.227 -14.722
H -24.261 -7.627 -15.310
H -25.257 -6.916 -17.659
H -26.187 -5.756 -16.767
*
```